1.
Molecular formula: C4H5NOS2
Method: DFT, ωB97M-V/def2-TZVPD

Summary:
energy relative to the best compared isomer or geometry (same formula, charge and spin) = 37.6 kcal/mol
frontier orbital gap = 10.0 eV
electronic energy = -1081.733409 hartree

Structure (ORCA input):
```
! RIJCOSX wB97M-V def2-TZVPD def2/J DEFGRID3
* xyz 0 1
N -2.993 -0.072 0.605
C -1.876 -0.241 0.350
C -0.478 -0.477 0.001
O -0.140 -1.811 -0.152
C 0.599 0.394 0.608
S 0.250 1.750 1.709
C 0.246 0.556 -0.838
S 1.286 0.027 -2.191
H -0.236 -2.030 -1.109
H 1.508 -0.172 0.813
H -0.173 1.012 2.761
H -0.348 1.418 -1.087
H 2.357 -0.354 -1.469
*
```


2.
Molecular formula: C29H36CrN2O8PS
Method: DFT, ωB97M-V/def2-TZVPD

Summary:
energy relative to the best compared isomer or geometry (same formula, charge and spin) = 0.0 kcal/mol
frontier orbital gap (spin up / spin down) = 6.0 / 6.9 eV
expectation value of S² = 6.042
electronic energy = -3622.325673 hartree

Structure (ORCA input):
```
! RIJCOSX wB97M-V def2-TZVPD def2/J DEFGRID3
* xyz -1 5
Cr -0.458 -1.253 0.473
O 1.131 -0.538 -3.869
C 0.039 -0.633 -3.041
O -0.709 0.234 -2.799
C -0.168 -2.057 -2.586
C 0.078 -3.068 -3.463
C -0.440 -4.375 -3.137
C -1.136 -4.565 -1.989
C -1.335 -3.464 -1.115
N -0.759 -2.232 -1.389
C -2.056 -3.491 0.119
O -2.832 -4.530 0.508
O -2.040 -2.525 0.898
H 1.141 0.388 -4.171
H 0.573 -2.805 -4.366
H -0.287 -5.143 -3.887
H -1.454 -5.589 -1.727
H -2.906 -5.141 -0.221
C -4.080 -0.575 -0.540
C -3.381 0.800 -0.523
C -4.320 1.907 0.011
P -1.782 0.670 0.404
C -2.156 1.132 2.168
C -2.489 2.600 2.421
C -3.090 0.096 2.762
C -0.642 1.814 -0.337
C -0.960 3.096 -0.827
C -0.042 3.962 -1.356
C -0.406 5.314 -1.824
C 1.269 3.495 -1.397
C 1.601 2.231 -0.982
C 0.666 1.306 -0.471
N 1.050 0.023 -0.117
C 2.396 -0.108 0.296
C 3.269 -0.971 -0.361
C 2.874 -1.877 -1.499
C 4.542 -1.103 0.111
C 5.005 -0.402 1.192
C 6.420 -0.710 1.733
C 4.181 0.523 1.793
C 2.861 0.612 1.414
C 1.916 1.499 2.191
H -4.992 -0.554 -1.201
H -4.463 -0.852 0.416
H -3.420 -1.397 -0.885
H -3.129 1.038 -1.565
H -4.871 1.604 0.924
H -5.136 2.098 -0.698
H -3.829 2.839 0.180
H -1.093 0.958 2.582
H -3.575 2.761 2.358
H -1.970 3.349 1.808
H -2.189 2.885 3.435
H -4.112 0.211 2.326
H -3.182 0.240 3.824
H -2.701 -0.903 2.630
H -1.962 3.476 -0.762
H -1.192 5.707 -1.187
H -0.740 5.361 -2.846
H 0.445 6.022 -1.753
H 2.076 4.144 -1.703
H 2.619 1.933 -0.969
H 2.673 -1.347 -2.383
H 1.986 -2.427 -1.244
H 3.663 -2.608 -1.730
H 5.217 -1.822 -0.296
H 7.057 0.185 1.701
H 6.869 -1.522 1.202
H 6.280 -1.005 2.749
H 4.527 1.157 2.587
H 2.326 1.862 3.139
H 0.998 0.992 2.485
H 1.591 2.352 1.612
O 1.973 -1.893 3.165
S 0.675 -2.314 2.650
O 0.743 -2.664 1.169
O -0.233 -1.070 2.419
O -0.015 -3.340 3.365
*
```


3.
Molecular formula: C4H12N2O
Method: DFT, ωB97M-V/def2-TZVPD

Summary:
energy relative to the best compared isomer or geometry (same formula, charge and spin) = 30.8 kcal/mol
frontier orbital gap = 10.2 eV
electronic energy = -344.335943 hartree

Structure (ORCA input):
```
! RIJCOSX wB97M-V def2-TZVPD def2/J DEFGRID3
* xyz 0 1
N 2.063 1.556 0.267
C 0.685 1.144 0.467
C 0.415 -0.325 0.143
N 1.137 -1.163 1.114
C -1.088 -0.621 0.320
C -1.902 -0.224 -0.900
O -1.498 -1.038 -2.013
H 2.354 2.296 0.885
H 2.726 0.800 0.363
H 0.020 1.809 -0.091
H 0.367 1.223 1.507
H 0.637 -0.590 -0.893
H 1.203 -2.105 0.748
H 2.107 -0.867 1.203
H -1.194 -1.685 0.468
H -1.464 -0.002 1.122
H -2.961 -0.398 -0.724
H -1.745 0.815 -1.181
H -1.860 -0.626 -2.804
*
```


4.
Molecular formula: C20H13Cl2IrN2O2S
Method: DFT, ωB97M-V/def2-TZVPD

Summary:
frontier orbital gap (spin up / spin down) = 6.6 / 5.2 eV
expectation value of S² = 6.041
electronic energy = -2452.735276 hartree

Structure (ORCA input):
```
! RIJCOSX wB97M-V def2-TZVPD def2/J DEFGRID3
* xyz 0 5
Ir 1.222 0.340 -0.339
O 2.914 -0.269 0.804
C 2.850 -1.295 1.567
C 4.035 -2.070 1.751
C 4.040 -3.168 2.550
C 2.877 -3.581 3.260
C 1.738 -2.856 3.140
C 1.668 -1.697 2.306
C 0.474 -0.968 2.341
N 0.256 0.106 1.593
N -0.848 0.785 1.859
C -1.021 1.768 0.930
O -0.298 1.909 -0.083
C -2.133 2.719 1.175
C -2.356 3.756 0.275
C -3.388 4.653 0.496
C -4.200 4.517 1.615
C -3.980 3.482 2.514
C -2.948 2.584 2.298
H 4.916 -1.755 1.209
H 4.951 -3.746 2.649
H 2.908 -4.457 3.892
H 0.847 -3.146 3.683
H -0.316 -1.268 3.024
H -1.715 3.847 -0.592
H -3.561 5.459 -0.205
H -5.007 5.219 1.786
H -4.614 3.375 3.385
H -2.766 1.773 2.988
Cl 1.692 0.894 -2.762
C 0.891 -0.386 -3.664
C 1.028 -0.316 -5.039
C 0.423 -1.282 -5.820
C -0.301 -2.293 -5.206
C -0.416 -2.331 -3.830
Cl -1.338 -3.630 -3.140
C 0.176 -1.372 -2.987
S -0.030 -1.474 -1.250
H 1.601 0.487 -5.483
H 0.515 -1.249 -6.897
H -0.785 -3.063 -5.791
*
```


5.
Molecular formula: C5H7ClF2NO
Method: DFT, ωB97M-V/def2-TZVPD

Summary:
energy relative to the best compared isomer or geometry (same formula, charge and spin) = 64.7 kcal/mol
frontier orbital gap (spin up / spin down) = 8.2 / 8.1 eV
electronic energy = -984.536765 hartree

Structure (ORCA input):
```
! RIJCOSX wB97M-V def2-TZVPD def2/J DEFGRID3
* xyz -1 1
C -1.226 0.701 0.900
C -0.590 -1.403 -0.626
C -1.686 -0.531 0.160
C -0.199 1.412 0.611
C 1.200 1.759 0.354
N -0.068 -0.616 -1.632
O 1.203 -0.289 -1.582
F -2.762 -0.219 -0.604
F -2.240 -1.494 1.034
Cl 2.872 -1.253 0.671
H -2.002 1.003 1.580
H 1.703 -0.768 -0.937
H 0.179 -1.811 0.095
H -1.193 -2.226 -0.989
H 1.939 1.092 0.877
H 1.297 2.771 0.795
H 1.572 1.873 -0.706
*
```


6.
Molecular formula: C4H7NO2
Method: DFT, ωB97M-V/def2-TZVPD

Summary:
energy relative to the best compared isomer or geometry (same formula, charge and spin) = 150.8 kcal/mol
frontier orbital gap = 9.3 eV
electronic energy = -361.640539 hartree

Structure (ORCA input):
```
! RIJCOSX wB97M-V def2-TZVPD def2/J DEFGRID3
* xyz 0 1
C 0.745 -1.086 -0.979
C 0.196 -0.275 0.161
N 0.736 -0.199 1.315
O 1.891 -0.953 1.380
C -1.108 0.449 -0.003
C -1.497 1.589 0.862
O -1.064 1.584 -0.927
H 0.660 -2.157 -0.760
H 0.211 -0.872 -1.909
H 1.810 -0.878 -1.118
H 2.198 -0.794 2.283
H -1.868 -0.219 -0.422
H -2.595 1.667 0.769
H -0.315 2.142 -0.654
*
```


7.
Molecular formula: C36H97CuN4O11
Method: DFT, ωB97M-V/def2-TZVPD

Summary:
frontier orbital gap (spin up / spin down) = 9.4 / 8.3 eV
expectation value of S² = 0.753
electronic energy = -4116.590782 hartree

Structure (ORCA input):
```
! RIJCOSX wB97M-V def2-TZVPD def2/J DEFGRID3
* xyz 1 2
Cu 1.370 0.080 -2.234
C -2.001 -0.233 -0.242
C -0.663 -0.978 -0.133
O -0.040 -0.999 -1.402
H -2.621 -0.887 -0.843
H -1.852 0.698 -0.802
H -2.518 -0.089 0.725
H -0.840 -1.998 0.304
H -0.064 -0.412 0.507
C 1.053 3.117 -3.652
C 2.162 2.193 -4.167
C 3.219 2.959 -4.852
O 4.133 2.111 -5.408
C 5.230 2.758 -6.100
N 2.758 1.247 -3.200
H 1.450 3.970 -3.097
H 0.390 2.472 -3.042
H 0.466 3.368 -4.524
H 1.612 1.441 -4.773
H 3.710 3.691 -4.155
H 2.775 3.586 -5.601
H 5.798 3.321 -5.269
H 4.751 3.441 -6.766
H 5.786 2.007 -6.688
H 3.508 0.747 -3.711
H 3.305 1.731 -2.507
C 3.135 -2.318 -3.894
C 2.031 -1.786 -4.746
C 1.439 -2.870 -5.646
O 0.707 -3.814 -4.870
C 0.456 -4.996 -5.629
N 0.975 -1.242 -3.854
H 3.764 -2.915 -4.611
H 3.084 -2.999 -3.036
H 3.847 -1.570 -3.589
H 2.426 -0.974 -5.385
H 2.269 -3.256 -6.187
H 0.718 -2.437 -6.412
H 0.342 -5.783 -4.850
H 1.406 -5.262 -6.217
H -0.463 -4.815 -6.157
H 0.383 -1.996 -3.364
H 0.283 -0.770 -4.409
C 2.995 -0.502 0.335
C 2.386 0.850 0.593
C 3.236 2.092 0.832
O 3.807 2.638 -0.301
C 4.082 4.000 -0.274
N 1.504 1.276 -0.612
H 3.091 -0.950 1.323
H 3.931 -0.392 -0.172
H 2.250 -1.196 -0.116
H 1.730 0.764 1.450
H 3.963 1.844 1.604
H 2.665 2.970 1.249
H 4.935 4.332 0.367
H 3.144 4.496 0.060
H 4.270 4.387 -1.285
H 1.859 2.114 -0.999
H 0.496 1.288 -0.419
C -1.536 3.708 5.782
C -1.479 2.151 5.863
C -2.408 1.741 6.940
O -2.486 0.312 6.777
C -3.463 -0.286 7.585
N -2.095 1.662 4.629
H -0.856 4.001 4.956
H -1.126 4.059 6.705
H -2.537 4.088 5.665
H -0.405 1.799 5.995
H -3.397 2.182 6.772
H -2.060 2.087 7.838
H -4.439 0.255 7.425
H -3.276 -0.235 8.693
H -3.457 -1.322 7.213
H -2.285 0.681 4.743
H -1.421 1.840 3.889
C 2.718 -5.734 0.249
C 1.509 -4.738 0.158
C 0.554 -4.933 -0.969
O 0.620 -4.797 1.311
H 3.242 -5.928 -0.665
H 2.301 -6.720 0.510
H 3.455 -5.468 1.011
H 1.924 -3.730 0.036
H -0.182 -4.163 -1.001
H -0.015 -5.909 -1.081
H 1.146 -4.902 -1.870
H 1.073 -4.668 2.227
C -1.655 1.001 -5.943
C -2.190 0.432 -4.583
C -2.387 -1.073 -4.659
O -1.214 0.754 -3.627
H -0.721 0.500 -6.149
H -1.444 2.039 -5.772
H -2.398 0.850 -6.783
H -3.094 0.975 -4.296
H -1.616 -1.628 -5.133
H -3.265 -1.183 -5.296
H -2.657 -1.488 -3.635
H -1.128 0.067 -2.952
C -3.910 -3.070 2.505
C -2.635 -3.920 2.711
C -2.656 -5.388 2.187
O -1.578 -3.234 2.071
H -3.631 -2.049 2.776
H -4.733 -3.475 3.016
H -4.179 -3.082 1.462
H -2.398 -3.913 3.788
H -1.728 -5.761 2.551
H -2.891 -5.530 1.156
H -3.393 -5.964 2.745
H -0.976 -3.866 1.555
C -5.156 3.016 1.755
C -4.492 4.305 2.203
C -5.364 5.263 3.085
O -3.301 4.020 2.925
H -5.579 2.411 2.539
H -4.477 2.455 1.113
H -6.016 3.238 1.059
H -4.283 4.865 1.284
H -6.348 5.623 2.707
H -4.789 6.173 3.164
H -5.472 4.938 4.076
H -3.327 3.201 3.441
C -0.300 4.017 0.966
C -0.331 4.625 -0.436
C -1.054 5.968 -0.325
O 1.072 4.866 -0.756
H 0.194 2.983 1.020
H -1.340 3.876 1.390
H 0.270 4.741 1.645
H -0.778 3.927 -1.201
H -1.224 6.329 -1.377
H -0.446 6.660 0.257
H -2.032 5.753 0.183
H 1.094 5.448 -1.525
C 2.164 -2.870 3.745
C 2.212 -4.147 4.604
C 1.029 -4.367 5.467
O 2.395 -5.244 3.661
H 3.019 -2.864 3.097
H 2.308 -1.850 4.213
H 1.252 -2.689 3.207
H 3.149 -4.078 5.177
H 1.102 -5.391 5.822
H 0.062 -4.180 4.897
H 1.039 -3.639 6.328
H 2.582 -5.959 4.363
*
```